Density functional theory data (ωB97M-V/def2-TZVPD) for the ion C18H40NS with charge +1.

The LUMO energy comes out at -3.28 eV. Its net charge is +1.

Last column: Löwdin charge in e.
Cartesian coordinates (Å):
H1 0.90074 -2.41592 1.64326  0.11
H2 -0.56356 -0.68607 1.19823  0.11
H3 6.90940 1.78250 2.23579  0.07
H4 2.02283 -3.72810 -0.22716  0.12
H5 -2.51327 -1.70543 1.84394  0.11
H6 -5.94717 0.55786 0.24668  0.11
C1 0.45570 -2.53029 0.65071  -0.20
C2 -1.82504 -1.73203 -0.19998  -0.22
H7 -5.55138 1.93937 1.28066  0.09
H8 -4.68592 -1.99226 2.72239  0.12
H9 -4.02205 0.27058 2.61066  0.11
C3 6.86496 2.48354 1.39932  -0.12
H10 7.71667 2.26723 0.75055  0.07
C4 -2.78299 -2.20141 0.90388  -0.19
H11 -5.74400 0.27161 2.88692  0.12
C5 1.57021 -2.74367 -0.37414  -0.22
C6 5.54161 2.36043 0.64579  -0.26
C7 4.89186 -0.97556 -1.34484  -0.21
H12 4.20488 0.70310 1.03057  0.10
C8 -5.22042 0.95106 0.95699  -0.35
H13 -3.86878 3.58902 0.40001  0.11
H14 1.13370 -2.75704 -1.38153  0.12
C9 -4.27735 -1.96702 0.62005  -0.20
H15 -0.16363 -3.43188 0.70092  0.11
C10 -3.07479 2.90895 -2.79921  -0.10
H16 -4.75832 -2.87623 0.25600  0.12
H17 -2.62904 -3.26766 1.08398  0.12
H18 3.81969 0.89476 -1.30840  0.11
H19 7.00993 3.48714 1.80268  0.07
C11 4.81807 0.53201 -1.03377  -0.21
H20 3.64762 -2.63048 -1.97603  0.11
C12 -0.44502 -1.32407 0.31558  -0.21
H21 -6.11378 -1.75804 1.74786  0.12
H22 -2.73216 4.36903 -1.39601  0.13
C13 -4.98151 0.02284 2.14558  -0.24
H23 -4.37334 -1.26425 -0.22190  0.07
H24 0.04847 -0.70370 -0.43879  0.10
H25 -2.32698 3.38557 -3.42851  0.10
C14 3.52595 -1.62121 -1.56894  -0.22
C15 -5.06260 -1.47215 1.83758  -0.20
H26 5.86547 0.22544 0.81945  0.10
H27 4.77078 2.92016 1.18166  0.10
S1 -3.67141 1.29027 0.03989  1.16
C16 -3.93820 3.02439 -0.53190  -0.42
H28 -3.95513 0.68179 -1.12509  0.01
H29 -2.90045 1.83282 -2.86819  0.07
H30 5.38341 -1.48914 -0.51134  0.11
H31 3.30233 -1.87470 0.56557  0.12
H32 5.63406 2.84874 -0.32913  0.10
H33 -2.26855 -0.89755 -0.76034  0.06
H34 2.20749 -0.70146 -0.11469  0.10
H35 2.98590 -1.05289 -2.33649  0.11
N1 -2.88788 3.36992 -1.42136  -0.16
C17 5.09765 0.90024 0.42791  -0.22
H36 5.51118 1.08171 -1.67683  0.11
H37 -1.70600 -2.53429 -0.93688  0.12
H38 5.51998 -1.15286 -2.22073  0.11
C18 2.66612 -1.67894 -0.30534  -0.22
H39 -4.06945 3.13538 -3.20013  0.09
H40 -4.96644 3.07885 -0.91345  0.11

Cartesian forces (eV/Å) of the 2 atoms listed first:
H 0.001 0.024 -0.041
H -0.058 0.014 -0.052